No. 1
Formula: C22H20F12N2O8P2Re
Source: the OMol25 dataset
Level of theory: the ωB97M-V functional and the def2-TZVPD basis

```
67
Properties=species:S:1:pos:R:3
Re 0.43 -1.26 -0.02
C 4.68 4.09 -2.13
C 3.53 3.27 -1.71
C 2.26 3.43 -2.27
C 1.23 2.61 -1.89
C 1.40 1.60 -0.88
N 0.32 0.86 -0.53
C -0.88 1.51 -0.60
C -0.95 2.84 -0.08
C -2.13 3.55 -0.12
C -3.27 2.98 -0.68
C -4.56 3.71 -0.71
C -3.20 1.66 -1.20
C -2.06 0.90 -1.13
C -1.97 -0.46 -1.79
O -1.03 -1.25 -1.08
C -1.43 -0.34 -3.25
F -0.16 0.12 -3.18
F -2.15 0.53 -3.93
F -1.42 -1.51 -3.85
C -3.30 -1.28 -1.72
F -3.06 -2.56 -1.96
F -3.81 -1.17 -0.48
F -4.17 -0.81 -2.60
C 2.73 1.38 -0.37
C 3.73 2.22 -0.76
C 2.98 0.32 0.68
O 2.09 -0.77 0.44
C 4.39 -0.34 0.60
F 4.63 -0.68 -0.66
F 4.41 -1.43 1.35
F 5.32 0.51 1.02
C 2.66 0.87 2.10
F 1.37 1.26 2.14
F 2.84 -0.04 3.04
F 3.42 1.93 2.34
H 4.37 5.00 -2.65
H 5.30 3.50 -2.81
H 5.31 4.35 -1.27
H 2.11 4.16 -3.05
H 0.30 2.63 -2.44
H -0.10 3.22 0.46
H -2.17 4.54 0.31
H -4.42 4.79 -0.68
H -5.14 3.43 0.19
H -5.17 3.43 -1.57
H -4.09 1.26 -1.67
H 4.72 2.11 -0.34
N -0.99 -4.72 3.40
C -1.10 -3.71 2.27
C -2.57 -3.42 1.99
P -0.26 -2.20 2.89
O 1.29 -2.55 2.85
O -0.81 -1.79 4.17
O -0.41 -1.15 1.67
P -0.13 -4.44 0.87
O -1.23 -4.95 -0.13
O 0.82 -5.40 1.42
O 0.48 -3.17 0.12
H -1.02 -4.25 4.32
H -0.11 -5.26 3.29
H -1.77 -5.38 3.37
H -3.07 -3.08 2.90
H -3.07 -4.31 1.61
H -2.67 -2.64 1.24
H 1.75 -2.43 3.69
H -1.04 -5.79 -0.57
```

Summary:
LUMO energy (alpha / beta) ... -12.32 / -12.28 eV
Highest occupied orbital energy (alpha / beta) ... -18.02 / -18.15 eV
Orbital gap (alpha / beta) ... 5.6935 / 5.8662 eV
E_tot ... -3520.41145 Eh
Total charge ... +3

Atom charges from the Mulliken analysis, given in e for atoms 1 to 6: 2.277 -1.637 0.535 -1.257 -0.074 0.705

=====

No. 2
Formula: C42H56N5NiOP3S3
Source: the OMol25 dataset
Level of theory: the ωB97M-V functional and the def2-TZVPD basis

```
111
Properties=species:S:1:pos:R:3
Ni 0.09 0.14 0.63
S -0.28 -3.37 0.31
P 1.30 -2.54 -0.61
C 1.53 -0.95 -0.11
P 2.66 0.28 -0.34
S 1.67 1.97 0.17
C 3.38 0.47 -2.01
C 2.78 1.31 -2.94
C 3.25 1.37 -4.25
C 4.32 0.57 -4.64
C 4.94 -0.26 -3.71
C 4.47 -0.31 -2.40
C 4.15 0.07 0.70
C 4.18 -0.96 1.63
C 5.28 -1.14 2.46
C 6.37 -0.28 2.36
C 6.35 0.75 1.43
C 5.25 0.92 0.60
C 2.76 -3.62 -0.36
C 2.80 -4.59 0.65
C 3.96 -5.31 0.91
C 5.10 -5.09 0.15
C 5.07 -4.17 -0.89
C 3.90 -3.45 -1.14
C 1.11 -2.72 -2.42
C 1.17 -1.62 -3.26
C 1.02 -1.76 -4.63
C 0.79 -3.01 -5.18
C 0.72 -4.13 -4.34
C 0.89 -3.98 -2.97
H 1.95 1.93 -2.62
H 2.78 2.03 -4.96
H 4.69 0.61 -5.66
H 5.78 -0.87 -4.00
H 4.97 -0.95 -1.68
H 3.32 -1.62 1.68
H 5.29 -1.95 3.19
H 7.23 -0.42 3.01
H 7.20 1.42 1.35
H 5.25 1.73 -0.12
H 1.88 -4.79 1.20
H 3.96 -6.05 1.70
H 6.01 -5.65 0.35
H 5.94 -4.01 -1.50
H 3.88 -2.75 -1.96
H 1.35 -0.64 -2.83
H 1.08 -0.89 -5.28
H 0.66 -3.13 -6.25
H 0.54 -5.11 -4.76
H 0.84 -4.85 -2.33
C 0.75 -4.31 4.22
C 1.58 -3.10 3.82
N 0.76 -1.99 3.32
C 0.66 -0.78 3.84
S 0.02 0.55 3.00
N 1.12 -0.54 5.11
C 0.74 -1.32 6.30
C 1.88 -1.39 7.30
H 1.40 -5.10 4.61
H 0.21 -4.70 3.35
H 0.01 -4.07 4.98
H 2.25 -3.38 3.02
H 2.21 -2.73 4.63
H 0.41 -2.09 2.37
H 1.14 0.45 5.28
H 0.43 -2.31 6.00
H -0.14 -0.85 6.76
H 2.73 -1.94 6.88
H 1.56 -1.89 8.22
H 2.23 -0.39 7.57
O -1.64 1.28 0.49
P -2.92 0.48 0.42
N -4.09 1.51 -0.09
C -3.98 2.99 0.02
C -5.44 3.44 0.18
C -6.24 2.35 -0.55
C -5.49 1.07 -0.18
N -2.72 -0.81 -0.57
C -2.14 -0.56 -1.92
C -2.57 -1.78 -2.73
C -3.92 -2.16 -2.11
C -3.64 -1.98 -0.62
N -3.50 -0.19 1.81
C -3.88 0.76 2.89
C -4.19 -0.16 4.05
C -3.13 -1.26 3.91
C -2.98 -1.46 2.40
H -3.54 3.41 -0.88
H -3.35 3.28 0.86
H -5.60 4.43 -0.22
H -5.71 3.46 1.24
H -6.19 2.52 -1.63
H -7.29 2.31 -0.25
H -5.61 0.29 -0.93
H -5.85 0.67 0.78
H -1.06 -0.47 -1.85
H -2.54 0.37 -2.34
H -1.85 -2.59 -2.58
H -2.62 -1.56 -3.80
H -4.24 -3.17 -2.35
H -4.70 -1.46 -2.44
H -3.11 -2.85 -0.23
H -4.53 -1.81 -0.02
H -4.73 1.37 2.58
H -3.05 1.42 3.13
H -5.19 -0.59 3.93
H -4.15 0.36 5.01
H -3.41 -2.19 4.41
H -2.18 -0.92 4.33
H -3.59 -2.30 2.06
H -1.96 -1.66 2.11
```

Summary:
Multiplicity ... 3
Energy relative to the best compared isomer or geometry (same formula, charge and spin) ... 0.0000 eV
LUMO energy (alpha / beta) ... 0.61 / 0.58 eV
Highest occupied orbital energy (alpha / beta) ... -6.97 / -6.99 eV
Orbital gap (alpha / beta) ... 7.5724 / 7.5718 eV
E_tot ... -5710.18317 Eh
Total charge ... 0

Atom charges from the Mulliken analysis, given in e for atoms 1 to 6: 0.429 -0.615 1.948 -0.972 1.817 -0.669

=====

No. 3
Formula: C10H25F6N3O7S2
Source: the OMol25 dataset
Level of theory: the ωB97M-V functional and the def2-TZVPD basis

```
53
Properties=species:S:1:pos:R:3
N -0.34 -0.38 -0.18
H -0.62 -1.17 -0.76
H 0.64 -0.59 0.18
H -0.99 -0.24 0.59
H -0.32 0.49 -0.74
N 2.33 2.26 -0.12
H 2.84 2.85 0.53
H 1.32 2.52 -0.17
H 2.36 1.22 0.13
H 2.70 2.38 -1.06
C -0.44 3.30 1.67
F 0.56 4.11 1.38
F 0.02 2.14 2.13
F -1.21 3.81 2.61
S -1.52 2.95 0.15
O -2.42 1.90 0.57
O -2.07 4.23 -0.13
N -0.36 2.31 -0.94
S -0.73 3.08 -2.25
O -2.12 3.03 -2.63
O -0.10 4.38 -2.32
C 0.07 2.12 -3.65
F -0.26 0.83 -3.58
F -0.35 2.65 -4.79
F 1.40 2.27 -3.61
C 3.61 -1.67 2.18
C 2.93 -1.53 0.80
O 2.32 -0.31 0.52
H 3.95 -2.71 2.19
H 2.86 -1.53 2.95
H 4.44 -0.99 2.37
H 2.15 -2.31 0.82
H 3.58 -1.86 -0.02
C -1.38 -3.71 -3.97
C -0.45 -3.34 -2.82
O -0.83 -3.15 -1.68
C 1.01 -3.22 -3.14
H -2.30 -4.26 -3.75
H -0.86 -4.48 -4.54
H -1.70 -2.79 -4.47
H 1.43 -2.40 -2.55
H 1.21 -3.13 -4.20
H 1.56 -4.08 -2.74
C -1.23 -0.74 4.43
C -2.19 -0.64 3.29
O -1.86 -0.79 2.14
C -3.60 -0.27 3.68
H -1.77 -1.12 5.29
H -1.00 0.31 4.67
H -0.35 -1.34 4.19
H -3.81 -0.36 4.74
H -4.35 -0.82 3.12
H -3.75 0.80 3.47
```

Summary:
Energy relative to the best compared isomer or geometry (same formula, charge and spin) ... 0.0487 eV
LUMO energy ... 0.34 eV
Highest occupied orbital energy ... -8.33 eV
Orbital gap ... 8.6713 eV
E_tot ... -2482.47337 Eh
Total charge ... 0

Atom charges from the Mulliken analysis, given in e for atoms 1 to 6: 0.338 0.382 0.280 0.371 0.168 -0.104

=====

No. 4
Formula: C6H11F3NO2S
Source: the OMol25 dataset
Level of theory: the ωB97M-V functional and the def2-TZVPD basis

```
24
Properties=species:S:1:pos:R:3
C 1.80 1.16 -1.43
N 1.13 0.84 -0.19
C 1.96 0.10 0.73
S -0.42 0.98 0.22
C -0.49 1.98 1.74
O -1.02 1.77 -0.75
C -1.10 -0.69 0.55
C -0.82 -1.53 -0.63
O 0.11 -1.52 -1.35
C -2.02 -2.54 -1.02
F -2.26 -3.18 0.11
F -3.13 -1.88 -1.32
F -1.75 -3.32 -2.05
H 1.04 1.29 -2.30
H 2.36 2.04 -1.53
H 2.42 0.25 -1.53
H 1.45 -0.42 1.54
H 2.37 -0.79 0.21
H 2.75 0.68 1.34
H 0.41 2.70 1.51
H -0.48 1.28 2.61
H -1.43 2.43 1.62
H -0.61 -1.08 1.35
H -2.29 -0.55 0.56
```

Summary:
Energy relative to the best compared isomer or geometry (same formula, charge and spin) ... 0.0000 eV
LUMO energy ... -3.93 eV
SMILES string ... C[N+](C)=[S@@](C)(=O)CC(=O)C(F)(F)F
Highest occupied orbital energy ... -14.32 eV
Orbital gap ... 10.3899 eV
E_tot ... -1137.85841 Eh
Total charge ... +1

Atom charges from the Mulliken analysis, given in e for atoms 1 to 6: -0.786 0.095 -1.149 1.061 -1.004 -0.614

=====

No. 5
Formula: C5H16NO
Source: the OMol25 dataset
Level of theory: the ωB97M-V functional and the def2-TZVPD basis

```
23
Properties=species:S:1:pos:R:3
C -0.90 -2.70 -0.30
C -0.89 -1.60 0.80
C -0.93 -0.23 0.28
C 0.15 0.87 0.73
C -0.14 1.69 2.04
N 2.47 1.45 -1.21
H 0.09 -2.59 -0.82
H -1.11 -3.75 0.08
H -0.06 -1.74 1.54
H -1.74 -1.78 1.48
H -1.88 0.20 0.12
H -0.50 0.28 -1.47
H 0.57 1.59 0.02
H 1.06 0.28 0.96
H 0.57 1.33 2.80
H 0.08 2.76 1.80
H -1.23 1.48 2.17
H -1.71 -2.44 -0.98
H 2.57 0.42 -1.29
H 1.70 1.83 -1.69
H -1.13 0.31 -2.91
H 3.31 1.76 -1.70
O -0.35 0.57 -2.44
```

Summary:
Multiplicity ... 2
Energy relative to the best compared isomer or geometry (same formula, charge and spin) ... 0.8086 eV
LUMO energy (alpha / beta) ... 0.98 / -0.22 eV
Highest occupied orbital energy (alpha / beta) ... -8.28 / -9.79 eV
Orbital gap (alpha / beta) ... 9.2656 / 9.5748 eV
E_tot ... -329.98603 Eh
Total charge ... 0

Atom charges from the Mulliken analysis, given in e for atoms 1 to 6: -1.070 -0.411 -0.892 -0.213 -1.010 -0.666

=====

No. 6
Formula: C5H11O2
Source: the OMol25 dataset
Level of theory: the ωB97M-V functional and the def2-TZVPD basis

```
18
Properties=species:S:1:pos:R:3
C 2.50 -0.39 -0.85
C 1.79 0.84 -1.26
C 1.41 -1.59 -1.07
O 1.24 -2.13 -2.22
O 0.92 -1.75 -0.02
H 3.50 -0.49 -1.27
H 2.81 -0.38 0.23
H 1.92 1.05 -2.22
H 2.02 1.71 -0.49
H 0.67 0.60 -1.20
C -1.76 0.53 1.80
C -2.84 0.15 0.84
H -2.23 0.41 2.89
H -0.97 -0.24 1.72
H -1.39 1.46 1.43
H -3.40 -0.80 1.16
H -2.58 0.03 -0.28
H -3.59 0.98 0.82
```

Summary:
Energy relative to the best compared isomer or geometry (same formula, charge and spin) ... 1.8902 eV
LUMO energy ... 3.77 eV
Highest occupied orbital energy ... -3.53 eV
Orbital gap ... 7.3051 eV
E_tot ... -347.58020 Eh
Total charge ... -1

Atom charges from the Mulliken analysis, given in e for atoms 1 to 6: -0.402 -0.828 0.369 -0.777 -0.587 0.337

=====

No. 7
Formula: C27H20IrN5O2P
Source: the OMol25 dataset
Level of theory: the ωB97M-V functional and the def2-TZVPD basis

```
56
Properties=species:S:1:pos:R:3
Ir -0.57 -0.82 -0.66
C 1.03 2.84 -4.25
C 2.21 2.46 -3.62
C 2.17 1.89 -2.36
C 0.94 1.70 -1.72
C -0.24 2.09 -2.35
C -0.19 2.66 -3.62
P 0.87 0.91 -0.10
C 1.41 2.06 1.18
C 1.58 3.41 0.87
C 2.09 4.26 1.84
C 2.40 3.78 3.11
C 2.20 2.44 3.41
C 1.70 1.58 2.45
C 2.09 -0.41 -0.07
C 3.45 -0.53 0.11
C 3.98 -1.82 0.04
C 3.15 -2.93 -0.17
C 1.78 -2.80 -0.30
C 1.24 -1.51 -0.26
H 1.06 3.27 -5.24
H 3.16 2.61 -4.12
H 3.09 1.59 -1.88
H -1.20 1.94 -1.87
H -1.11 2.95 -4.11
H 1.34 3.79 -0.11
H 2.24 5.31 1.61
H 2.79 4.45 3.86
H 2.44 2.06 4.40
H 1.55 0.53 2.69
H 4.08 0.33 0.30
H 5.04 -1.97 0.16
H 3.60 -3.91 -0.22
H 1.16 -3.67 -0.44
O -2.01 -0.92 -2.33
N -1.29 -2.03 -2.27
C -0.84 -2.49 -3.39
C -1.09 -1.79 -4.62
N -1.24 -1.19 -5.59
C -0.05 -3.69 -3.36
N 0.59 -4.64 -3.32
N -5.86 -2.54 3.63
C -4.77 -1.78 3.86
O -4.50 -1.30 4.94
C -3.83 -1.54 2.69
C -4.00 -2.03 1.41
C -3.05 -1.75 0.44
N -1.97 -1.00 0.71
C -1.81 -0.50 1.96
C -2.72 -0.75 2.95
H -6.49 -2.69 4.40
H -6.10 -2.91 2.73
H -4.84 -2.64 1.11
H -3.15 -2.10 -0.58
H -0.93 0.11 2.12
H -2.58 -0.35 3.95
```

Summary:
Energy relative to the best compared isomer or geometry (same formula, charge and spin) ... 1.7463 eV
LUMO energy (alpha / beta) ... -4.55 / -4.55 eV
Highest occupied orbital energy (alpha / beta) ... -11.64 / -11.64 eV
Orbital gap (alpha / beta) ... 7.0905 / 7.0902 eV
E_tot ... -1910.49603 Eh
Total charge ... +1

Atom charges from the Mulliken analysis, given in e for atoms 1 to 6: 1.368 -0.488 -0.739 -0.185 0.199 -0.171

=====

No. 8
Formula: C33H35F5N2O19S
Source: the OMol25 dataset
Level of theory: the ωB97M-V functional and the def2-TZVPD basis

```
95
Properties=species:S:1:pos:R:3
N -0.52 -1.98 1.38
C 0.69 -1.38 0.71
C 0.88 -1.85 -0.75
C -0.11 -1.24 -1.80
C -1.08 -0.16 -1.25
C -0.45 1.23 -1.00
C -1.27 2.25 -0.68
C -2.79 2.15 -0.59
C -3.33 1.22 0.54
O -4.10 2.01 1.47
C -5.43 1.69 1.47
O -5.89 0.59 1.59
C -0.63 3.61 -0.40
O -1.25 4.64 -0.57
C 0.79 3.65 0.16
S 1.30 4.97 1.22
C 1.61 2.62 -0.17
C 3.04 2.44 0.28
C 4.10 3.31 -0.12
C 5.39 3.00 0.34
N 5.75 1.97 1.13
C 4.73 1.17 1.47
C 3.38 1.33 1.11
C 1.05 1.52 -1.06
O 1.83 0.96 -1.80
H -0.20 -2.22 2.32
H -1.13 -1.19 1.57
H 0.72 -0.28 0.85
H 1.56 -1.78 1.28
H 1.93 -1.64 -1.04
H 0.78 -2.95 -0.76
H 0.47 -0.84 -2.65
H -0.71 -2.07 -2.21
H -1.84 0.01 -2.05
H -1.64 -0.54 -0.39
H -3.13 1.73 -1.57
H -3.23 3.17 -0.56
H -3.97 0.46 0.05
H -2.52 0.65 1.03
H -6.13 2.55 1.41
H 2.57 4.71 1.61
H 3.91 4.16 -0.78
H 6.20 3.68 0.02
H 4.98 0.30 2.10
H 2.58 0.64 1.40
C -0.82 -6.17 2.77
C -2.01 -6.28 1.85
O -1.68 -5.38 0.81
C -0.32 -5.37 0.73
O 0.29 -4.94 -0.18
O 0.24 -5.90 1.85
F -3.14 -5.85 2.46
H -0.91 -5.34 3.47
H -0.63 -7.08 3.33
H -2.17 -7.28 1.45
C 9.58 0.88 -1.10
C 8.47 0.03 -0.53
O 9.06 -0.52 0.63
C 9.98 0.39 1.06
O 10.47 0.39 2.13
O 10.26 1.30 0.09
F 8.15 -0.98 -1.38
H 10.26 0.31 -1.73
H 9.20 1.73 -1.66
H 7.57 0.58 -0.26
C -4.25 -5.41 -1.47
C -5.67 -5.22 -1.94
O -5.83 -6.26 -2.88
C -5.00 -7.27 -2.48
O -5.06 -8.38 -2.87
O -4.08 -6.82 -1.57
F -5.82 -4.03 -2.57
H -3.53 -4.91 -2.13
H -4.09 -5.06 -0.45
H -6.41 -5.31 -1.15
C -3.26 3.85 -5.53
C -2.35 2.65 -5.43
O -3.13 1.73 -4.69
C -4.44 2.02 -4.98
O -5.35 1.30 -4.76
O -4.55 3.24 -5.57
F -1.24 2.94 -4.72
H -3.19 4.50 -4.66
H -3.08 4.43 -6.43
H -2.08 2.21 -6.39
C -0.55 3.50 6.18
C -1.73 3.39 5.25
O -1.39 4.28 4.21
C -0.04 4.30 4.15
O 0.59 4.72 3.22
O 0.52 3.76 5.26
F -2.86 3.82 5.85
H -0.64 4.33 6.88
H -0.36 2.58 6.74
H -1.89 2.39 4.84
```

Summary:
LUMO energy ... -0.91 eV
Highest occupied orbital energy ... -7.89 eV
Orbital gap ... 6.9725 eV
E_tot ... -3715.00656 Eh
Total charge ... 0

Atom charges from the Mulliken analysis, given in e for atoms 1 to 6: -0.430 -0.436 -0.384 -1.168 -0.975 1.124